DFT (ωB97M-V/def2-TZVPD) results for a cluster of 2 separate species, N2O2S in total in a non-equilibrium geometry.

```
! wB97M-V def2-TZVPD RIJCOSX def2/J DEFGRID3
* xyz 0 1
N 1.48 -0.71 -0.37
N 0.90 0.17 0.04
O -2.10 -0.84 0.56
O 0.28 1.07 0.40
S -2.30 0.46 -0.16
*
```

## Properties
* SMILES: N#[N+][O-].O=S
* strongest force on any atom: 0.0826 Eh/bohr
* E: -658.0503 hartree
* LUMO (spin up / spin down): -1.58 / -1.58 eV
* energy above the lowest of the compared OMol25 structures with the same formula, charge and spin: 99.6 kcal per mole